A structure of composition C24H49ClP2SeY at a distorted geometry, computed with wB97M-V/def2-TZVPD.

Geometry as ORCA input:
```
! RIJCOSX wB97M-V def2-TZVPD def2/J DEFGRID3
* xyz -1 1
Y -0.41 -0.85 -0.24
Cl 0.19 0.11 -2.50
P -0.56 -3.51 -0.96
C 0.52 -4.06 -2.35
C -0.31 -4.58 0.57
C -2.31 -3.49 -1.60
C 1.80 -3.20 -2.32
H -0.06 -3.80 -3.26
C 0.80 -5.57 -2.39
H 1.44 -5.89 -1.54
H 1.36 -5.79 -3.31
H -0.11 -6.16 -2.42
H 1.55 -2.14 -2.45
H 2.47 -3.48 -3.13
H 2.33 -3.32 -1.37
H -2.20 -2.94 -2.55
C -3.26 -2.65 -0.70
C -2.82 -4.90 -1.95
H -2.31 -5.28 -2.86
H -3.89 -4.84 -2.20
H -2.68 -5.62 -1.13
H -2.76 -1.81 -0.14
H -3.78 -3.29 0.04
H -4.01 -2.18 -1.34
C 1.02 -4.20 1.23
H -0.27 -5.60 0.18
C -1.44 -4.42 1.58
H 1.88 -4.34 0.57
H 1.19 -4.84 2.11
H 0.99 -3.15 1.57
H -1.43 -3.39 1.99
H -1.30 -5.12 2.41
H -2.44 -4.63 1.15
H 1.51 -0.89 0.26
H -1.51 0.79 -0.04
P 0.32 3.36 -1.00
C -0.87 3.96 -2.22
C 0.16 3.95 0.69
C 1.96 3.21 -1.75
C -2.13 3.07 -2.19
H -0.36 3.78 -3.18
C -1.15 5.45 -2.05
H -1.62 5.67 -1.08
H -1.83 5.75 -2.86
H -0.23 6.03 -2.14
H -1.90 2.03 -2.45
H -2.85 3.46 -2.92
H -2.61 3.06 -1.20
H 1.77 2.72 -2.71
C 2.89 2.25 -0.96
C 2.54 4.61 -2.01
H 1.99 5.08 -2.83
H 3.59 4.49 -2.32
H 2.47 5.26 -1.12
H 2.35 1.52 -0.33
H 3.60 2.82 -0.35
H 3.46 1.66 -1.68
C -1.19 3.62 1.33
H 0.25 5.03 0.50
C 1.28 3.48 1.62
H -2.05 4.01 0.79
H -1.21 4.01 2.36
H -1.31 2.53 1.40
H 1.18 2.40 1.83
H 1.20 4.00 2.58
H 2.29 3.66 1.22
Se -0.99 -0.77 2.53
C 0.08 0.40 3.54
C -0.53 1.48 4.23
C 0.13 2.15 5.25
C 1.45 1.83 5.57
C 2.10 0.83 4.84
C 1.45 0.16 3.79
H -1.57 1.73 3.96
H -0.40 2.93 5.80
H 1.97 2.35 6.37
H 3.13 0.56 5.08
H 1.96 -0.59 3.18
*
```

The calculation puts the total energy at -123172.9982 eV.



A structure of composition C42H43ClP2Sr at a distorted geometry, computed with wB97M-V/def2-TZVPD.

Geometry as ORCA input:
```
! RIJCOSX wB97M-V def2-TZVPD def2/J DEFGRID3
* xyz 0 1
Sr -0.08 1.33 2.41
C -1.68 0.81 -4.82
C -1.67 -0.49 -4.49
C -0.90 -1.58 -5.17
C 0.50 -1.20 -5.72
C 1.33 -0.35 -4.79
C 1.35 0.98 -4.75
C 0.51 1.92 -5.56
C -0.91 1.44 -5.95
C 1.95 0.69 3.88
H -2.30 1.52 -4.27
H -2.35 -0.84 -3.70
H -1.49 -2.00 -6.01
H -0.77 -2.40 -4.45
H 1.05 -2.15 -5.85
H 0.41 -0.75 -6.72
H 1.99 -0.94 -4.15
H 2.10 1.50 -4.15
H 1.04 2.19 -6.49
H 0.41 2.86 -4.99
H -1.47 2.34 -6.25
H -0.85 0.78 -6.82
H 2.04 1.56 4.55
H 2.79 0.65 3.18
H 2.00 -0.20 4.52
P -1.33 -0.67 0.28
P 1.72 -0.08 0.23
C -0.43 -0.88 -1.27
C 0.93 -0.73 -1.25
C -2.36 -2.15 0.48
C -2.69 -2.93 -0.64
C -3.41 -4.12 -0.48
C -3.81 -4.54 0.80
C -3.50 -3.75 1.91
C -2.80 -2.55 1.76
C -2.51 0.67 -0.18
C -2.05 2.00 -0.24
C -2.98 3.04 -0.29
C -4.35 2.77 -0.35
C -4.78 1.44 -0.46
C -3.87 0.39 -0.39
C 3.23 -1.09 0.46
C 3.09 -2.38 1.02
C 4.23 -3.12 1.33
C 5.50 -2.59 1.09
C 5.64 -1.32 0.52
C 4.51 -0.57 0.20
C 2.30 1.64 -0.15
C 2.53 2.56 0.91
C 2.98 3.84 0.62
C 3.24 4.22 -0.70
C 3.00 3.32 -1.75
C 2.52 2.03 -1.47
H -1.02 -1.03 -2.18
H 1.54 -1.08 -2.09
H -2.37 -2.62 -1.64
H -3.66 -4.71 -1.36
H -4.36 -5.47 0.92
H -3.82 -4.08 2.91
H -2.58 -1.93 2.63
H -0.97 2.22 -0.30
H -2.63 4.08 -0.29
H -5.07 3.59 -0.33
H -5.84 1.22 -0.59
H -4.20 -0.65 -0.50
H 2.08 -2.77 1.22
H 4.12 -4.12 1.77
H 6.39 -3.18 1.34
H 6.63 -0.92 0.32
H 4.62 0.43 -0.23
H 2.45 2.23 1.97
H 3.15 4.55 1.44
H 3.62 5.21 -0.91
H 3.19 3.61 -2.78
H 2.34 1.32 -2.28
Cl -0.82 2.90 5.48
C -0.89 1.32 6.17
C -0.22 1.06 7.36
C 0.10 -0.27 7.70
C -0.36 -1.32 6.89
C -1.15 -1.06 5.77
C -1.47 0.28 5.37
C -2.16 0.60 4.17
H 0.09 1.88 8.01
H 0.70 -0.48 8.58
H -0.10 -2.35 7.14
H -1.48 -1.89 5.13
H -2.61 -0.23 3.61
H -2.75 1.51 4.19
*
```

The calculation puts the total energy at -76183.1801 eV.



An isolated molecule of C21H29N5O4 at a distorted geometry, computed with wB97M-V/def2-TZVPD.

Geometry as ORCA input:
```
! RIJCOSX wB97M-V def2-TZVPD def2/J DEFGRID3
* xyz 0 1
O -1.63 -4.41 1.14
C -1.55 -3.47 0.39
C -2.68 -2.63 -0.19
C -3.43 -1.86 0.91
C -4.27 -0.75 0.28
C -3.37 0.18 -0.53
C -2.68 -0.61 -1.64
N -1.98 -1.73 -1.07
C -0.65 -1.86 -0.98
O 0.20 -1.21 -1.54
N -0.40 -2.93 -0.11
C 0.92 -3.41 0.26
C 1.48 -2.66 1.47
C 2.15 -1.34 1.08
C 3.62 -1.59 0.67
N 4.37 -0.49 0.12
C 4.19 -0.18 -1.28
C 2.94 0.67 -1.59
N 2.67 1.55 -0.47
C 1.43 2.04 -0.23
C 0.43 1.98 -1.22
C -0.82 2.49 -0.99
C -1.15 3.05 0.24
N -2.45 3.55 0.48
O -2.68 4.08 1.56
O -3.28 3.43 -0.40
C -0.18 3.10 1.25
C 1.08 2.61 1.02
C 3.85 1.93 0.26
C 4.49 0.70 0.94
H -3.39 -3.25 -0.75
H -4.04 -2.55 1.48
H -2.70 -1.42 1.59
H -4.77 -0.18 1.06
H -5.03 -1.18 -0.37
H -3.94 1.00 -0.96
H -2.60 0.60 0.13
H -1.94 0.00 -2.17
H -3.42 -0.98 -2.36
H 0.81 -4.47 0.49
H 1.57 -3.29 -0.61
H 0.65 -2.47 2.16
H 2.20 -3.30 1.98
H 1.60 -0.88 0.27
H 2.13 -0.65 1.93
H 3.64 -2.39 -0.07
H 4.16 -1.94 1.55
H 5.09 0.36 -1.60
H 4.14 -1.11 -1.84
H 2.08 0.01 -1.73
H 3.10 1.24 -2.51
H 0.65 1.57 -2.19
H -1.58 2.48 -1.77
H -0.44 3.52 2.21
H 1.80 2.63 1.82
H 3.63 2.70 0.99
H 4.57 2.36 -0.46
H 5.55 0.92 1.12
H 4.02 0.53 1.91
*
```

As for the energy relative to the best compared isomer or geometry (same formula, charge and spin): 70.40 kcal/mol. As for the SMILES: O=C1[C@H]2CCCCN2C(=O)N1CCCCN1CCN(c2ccc([N+](=O)[O-])cc2)CC1. The calculation puts the total energy at -37887.3069 eV.



A structure of composition C30H35CrN8O4, computed with wB97M-V/def2-TZVPD.

Geometry as ORCA input:
```
! RIJCOSX wB97M-V def2-TZVPD def2/J DEFGRID3
* xyz 1 5
Cr -0.50 -0.14 -1.56
C 3.52 1.24 4.31
O 2.36 1.74 3.67
C 1.15 1.33 4.15
C 0.04 2.00 3.64
C -1.24 1.63 4.01
C -1.42 0.58 4.92
C -0.31 -0.02 5.48
C 0.98 0.32 5.08
N -2.71 0.16 5.39
N -3.61 -0.14 4.60
C -3.33 -0.18 3.20
C -4.01 0.65 2.35
C -3.67 0.74 1.00
C -2.65 -0.02 0.45
O -2.28 0.11 -0.79
C -2.03 -1.00 1.30
N -1.12 -1.84 0.72
C -0.64 -2.81 1.45
C -0.95 -3.01 2.81
C -1.80 -2.14 3.42
C -2.38 -1.09 2.67
H 4.36 1.76 3.87
H 3.63 0.16 4.14
H 3.49 1.44 5.38
H 0.20 2.84 2.97
H -2.09 2.16 3.61
H -0.46 -0.79 6.24
H 1.82 -0.19 5.52
H -4.79 1.28 2.76
H -4.21 1.42 0.35
H 0.02 -3.52 0.96
H -0.52 -3.85 3.34
H -2.06 -2.25 4.47
N 0.60 0.94 0.09
C 2.07 1.13 0.04
C 2.56 1.41 -1.38
C 2.44 0.18 -2.26
O 3.47 -0.44 -2.62
O 1.27 -0.19 -2.58
H 0.15 1.86 0.05
H 0.33 0.56 1.00
H 2.53 0.22 0.42
H 2.39 1.93 0.70
H 3.61 1.72 -1.34
H 1.98 2.23 -1.82
N -1.43 2.07 -5.16
C -0.91 1.05 -4.43
N -1.20 1.15 -3.15
C -1.95 2.32 -3.03
C -2.49 2.94 -1.90
C -3.17 4.13 -2.09
C -3.31 4.70 -3.36
C -2.78 4.10 -4.48
C -2.10 2.91 -4.28
H -1.33 2.18 -6.15
H -0.32 0.27 -4.87
H -2.41 2.48 -0.92
H -3.60 4.63 -1.24
H -3.85 5.63 -3.46
H -2.89 4.54 -5.47
N 3.40 -3.12 -2.97
C 2.29 -3.73 -3.79
C 1.00 -3.07 -3.34
N 0.74 -3.10 -1.90
C 1.92 -2.83 -1.08
C 3.20 -3.51 -1.54
H 3.35 -2.06 -3.03
H 4.31 -3.43 -3.31
H 2.32 -4.81 -3.61
H 2.49 -3.53 -4.84
H 0.15 -3.50 -3.87
H 1.07 -2.02 -3.64
H 0.25 -3.92 -1.61
H 1.71 -3.06 -0.04
H 2.13 -1.77 -1.13
H 3.16 -4.60 -1.51
H 4.06 -3.16 -0.97
*
```

As for the energy relative to the best compared isomer or geometry (same formula, charge and spin): 4.65 kcal/mol. The calculation puts the total energy at -80206.7004 eV.



A structure of composition C25H27B2BrF2N7O5Rb, computed with wB97M-V/def2-TZVPD.

Geometry as ORCA input:
```
! RIJCOSX wB97M-V def2-TZVPD def2/J DEFGRID3
* xyz -2 1
Rb 0.33 -0.01 -0.27
N -2.48 -2.25 1.93
C -1.78 -1.69 2.97
N -2.35 -1.86 4.19
C -1.68 -1.20 5.15
N -2.22 -1.34 6.43
N -0.59 -0.49 5.03
C -0.06 -0.44 3.76
N -0.68 -1.03 2.69
C 1.17 0.26 3.58
C 1.79 0.94 4.66
C 2.97 1.60 4.46
C 3.55 1.61 3.18
C 2.89 0.92 2.18
N 1.75 0.26 2.33
H -3.07 -3.03 2.19
H -1.96 -2.35 1.07
H -3.22 -1.50 6.41
H -1.94 -0.58 7.04
H 1.31 0.91 5.63
H 3.44 2.13 5.29
H 4.48 2.13 2.97
H 3.31 0.89 1.18
C -5.52 0.51 -1.57
C -4.48 -0.57 -1.64
C -4.66 -1.72 -2.40
C -3.64 -2.65 -2.48
C -2.47 -2.36 -1.80
Br -0.99 -3.57 -1.93
N -2.28 -1.30 -1.07
C -3.27 -0.42 -0.98
H -6.47 0.17 -1.99
H -5.19 1.37 -2.15
H -5.69 0.84 -0.55
H -5.58 -1.88 -2.93
H -3.73 -3.55 -3.07
H -3.08 0.44 -0.36
C -0.32 4.31 -0.44
C -0.71 3.63 -1.75
C -1.81 2.67 -1.31
O -1.55 2.36 0.07
C -0.48 3.18 0.56
H -1.01 5.13 -0.21
H 0.70 4.70 -0.45
H 0.14 3.06 -2.15
H -1.05 4.32 -2.51
H -1.81 1.76 -1.90
H -2.80 3.14 -1.38
H 0.45 2.61 0.62
H -0.73 3.51 1.57
O -2.33 0.39 -3.77
C -1.09 0.23 -3.83
O -0.27 0.19 -2.88
H -0.66 0.09 -4.85
O 4.71 -0.13 -2.95
B 3.79 0.47 -2.00
O 3.26 -0.62 -1.19
C 3.84 -1.75 -1.65
C 3.66 -3.04 -1.21
C 4.38 -4.05 -1.86
C 5.24 -3.76 -2.91
C 5.41 -2.44 -3.35
C 4.70 -1.45 -2.71
H 2.99 -3.25 -0.39
H 4.26 -5.08 -1.54
H 5.78 -4.56 -3.40
H 6.08 -2.20 -4.17
F 3.62 3.10 -2.59
B 3.30 2.00 -1.83
F 2.40 2.32 -0.82
*
```

The calculation puts the total energy at -124525.4784 eV.



An isolated molecule of C10H13N2O2P at a distorted geometry, computed with wB97M-V/def2-TZVPD.

Geometry as ORCA input:
```
! RIJCOSX wB97M-V def2-TZVPD def2/J DEFGRID3
* xyz 0 1
C -4.24 -0.12 0.12
C -4.21 -0.19 -1.30
C -3.10 -0.11 0.80
C -2.97 -0.10 -1.98
C -1.78 -0.24 0.18
C -1.84 -0.09 -1.18
C 0.33 -1.42 0.68
C 3.47 2.29 0.88
C 2.24 -1.84 -0.89
C 2.17 1.49 1.08
N -0.64 -0.51 0.98
N 1.33 -0.99 -0.24
O 0.49 -2.49 1.23
O 2.44 0.79 -1.71
P 1.47 0.71 -0.57
H -5.14 0.08 0.70
H -5.10 -0.08 -1.93
H -3.28 -0.10 1.93
H -3.02 0.18 -3.07
H 3.77 2.03 -0.16
H 3.41 3.32 1.04
H 4.14 1.95 1.55
H 3.23 -1.41 -0.93
H 2.39 -2.77 -0.31
H 1.78 -2.14 -1.78
H 1.32 1.91 1.57
H 2.36 0.36 1.40
H -1.02 -0.51 1.92
*
```

As for the energy relative to the best compared isomer or geometry (same formula, charge and spin): 96.54 kcal/mol. The calculation puts the total energy at -26940.9888 eV.



A structure of composition C12H26NO5P2SYb at a distorted geometry, computed with wB97M-V/def2-TZVPD.

Geometry as ORCA input:
```
! RIJCOSX wB97M-V def2-TZVPD def2/J DEFGRID3
* xyz 2 2
Yb 0.45 -0.86 -0.43
P -2.41 -0.96 -1.08
C -1.84 0.61 -1.87
C -1.37 1.72 -0.94
N -0.32 1.45 -0.14
C 0.16 2.39 0.69
C -0.42 3.66 0.76
C -1.50 3.96 -0.07
C -1.98 2.98 -0.94
C 1.33 2.04 1.60
P 2.47 0.72 1.00
H -2.82 3.15 -1.62
H 0.00 4.38 1.45
H -1.96 4.94 -0.05
H 1.93 2.95 1.78
H 0.94 1.69 2.57
H -0.90 0.27 -2.52
H -2.63 0.97 -2.53
H 1.47 -1.12 -2.49
O 0.64 -0.44 -2.81
H 0.99 0.12 -3.52
H 1.58 -2.50 -0.92
O 2.22 -1.81 -1.52
H 3.06 -2.26 -1.71
C 3.67 1.75 0.08
H 4.19 2.45 0.76
H 4.41 1.08 -0.38
H 3.16 2.31 -0.71
C 3.43 0.44 2.54
H 3.94 -0.53 2.44
H 4.18 1.23 2.69
H 2.75 0.39 3.40
C -3.58 -0.41 0.20
H -4.59 -0.32 -0.23
H -3.58 -1.20 0.97
H -3.28 0.53 0.66
C -3.54 -1.63 -2.34
H -3.59 -2.72 -2.16
H -4.54 -1.19 -2.25
H -3.14 -1.46 -3.35
C 0.57 -4.11 2.26
S -0.34 -3.16 1.07
O -1.64 -3.72 0.85
O -0.30 -1.74 1.55
O 0.48 -3.16 -0.24
H -0.16 -4.63 2.89
H 1.17 -3.43 2.86
H 1.19 -4.83 1.72
*
```

As for the energy relative to the best compared isomer or geometry (same formula, charge and spin): 0.00 kcal/mol. The calculation puts the total energy at -85524.1051 eV.



An isolated molecule of C4H9BO2 at a distorted geometry, computed with wB97M-V/def2-TZVPD.

Geometry as ORCA input:
```
! RIJCOSX wB97M-V def2-TZVPD def2/J DEFGRID3
* xyz 0 1
B 0.38 -1.33 -0.07
C -1.23 -1.20 -0.01
C -1.59 0.24 -0.15
C -0.75 1.22 0.71
C 2.53 -0.21 -0.48
O 0.51 1.29 0.24
O 1.61 -1.26 -0.37
H -1.73 -1.72 -0.76
H -1.57 -1.67 1.04
H -1.55 0.43 -1.17
H -2.71 0.41 0.09
H -1.29 2.23 0.76
H -0.78 0.98 1.81
H 3.61 -0.42 -0.55
H 2.33 0.54 0.26
H 2.22 0.45 -1.34
*
```

As for the energy relative to the best compared isomer or geometry (same formula, charge and spin): 128.08 kcal/mol. The calculation puts the total energy at -9062.0157 eV.



An isolated molecule of C6H10Cl2 at a distorted geometry, computed with wB97M-V/def2-TZVPD.

Geometry as ORCA input:
```
! RIJCOSX wB97M-V def2-TZVPD def2/J DEFGRID3
* xyz 0 1
C 0.83 -2.00 -0.02
C 1.13 -0.56 -0.33
Cl 2.92 -0.43 -0.51
C 0.34 0.50 -0.44
C 0.81 1.87 -0.71
C -1.19 0.36 -0.19
C -1.49 0.07 1.25
Cl -2.11 -0.76 -1.26
H 1.54 -2.37 0.68
H -0.16 -2.16 0.36
H 1.00 -2.46 -1.04
H 0.09 2.37 -1.43
H 0.70 2.39 0.23
H 1.83 1.93 -1.12
H -1.59 1.34 -0.42
H -2.51 0.23 1.57
H -0.85 0.62 1.91
H -1.27 -0.96 1.49
*
```

As for the energy relative to the best compared isomer or geometry (same formula, charge and spin): 8.81 kcal/mol. As for the SMILES: C/C(Cl)=C(/C)[C@H](C)Cl. The calculation puts the total energy at -31428.6605 eV.